# 1
C10H14BrN2 | the ωB97M-V functional and the def2-TZVPD basis

Results
Max |F| = 0.069 hartree/bohr
Multiplicity = 3
Net charge = +1
LUMO energy (spin up / spin down) = -3.3 / -6.6 eV
Energy relative to the best compared isomer or geometry (same formula, charge and spin) = 22.1 kcal per mole
Calculated total energy = -83608.1030 eV

Each line ends with the Mulliken charge.
CARTESIAN COORDINATES (ANGSTROEM)
C (1.784, 2.791, 0.159)  -0.7751
C (1.417, 2.001, 1.186)  -0.7756
C (1.353, 2.368, -1.144)  -0.8608
C (0.768, 0.810, 1.065)  1.2462
C (0.616, 1.181, -1.283)  0.8604
C (0.194, 0.491, -0.168)  -0.0829
C (-2.303, -0.549, 0.086)  0.2559
C (0.550, 0.022, 2.320)  -1.1873
C (0.171, 0.768, -2.676)  -1.5128
C (0.111, -2.010, -0.072)  -1.0941
N (-0.477, -0.709, -0.361)  0.4421
N (-3.243, -1.301, -0.456)  -0.2985
Br (-2.707, 1.229, 0.501)  -0.0044
H (2.358, 3.634, 0.403)  0.4633
H (1.815, 2.283, 2.203)  0.2392
H (1.723, 2.876, -2.025)  0.3928
H (-0.553, 0.126, 2.499)  0.2805
H (0.666, -1.101, 2.168)  0.1508
H (1.034, 0.469, 3.209)  0.4105
H (0.666, -0.176, -2.764)  0.3558
H (-0.852, 0.758, -2.623)  0.3814
H (0.519, 1.441, -3.444)  0.4195
H (-0.220, -2.711, -0.893)  0.3717
H (1.249, -1.912, -0.156)  0.4179
H (-0.067, -2.447, 0.881)  0.4226
H (-3.101, -2.319, -0.490)  0.2371
H (-4.187, -1.073, -0.566)  0.2437

# 2
C3H4ClFO | the ωB97M-V functional and the def2-TZVPD basis

Results
Max |F| = 0.101 hartree/bohr
Multiplicity = 1
Net charge = 0
LUMO energy = 1.0 eV
Energy relative to the best compared isomer or geometry (same formula, charge and spin) = 59.9 kcal per mole
SMILES = O[C@H]1[C@@H](F)[C@@H]1Cl
Calculated total energy = -20460.1188 eV

Each line ends with the Mulliken charge.
CARTESIAN COORDINATES (ANGSTROEM)
O (1.451, -1.016, -0.218)  -0.5591
C (0.126, -0.823, 0.278)  -0.1274
C (-0.059, 0.779, 0.451)  -0.2179
F (0.948, 1.391, -0.237)  -0.3095
C (-0.784, -0.074, -0.500)  0.1470
Cl (-2.483, 0.021, -0.127)  -0.1895
H (1.776, -0.035, -0.617)  0.3882
H (-0.158, -1.573, 1.168)  0.2863
H (-0.418, 1.304, 1.422)  0.3271
H (-0.399, 0.025, -1.620)  0.2547

# 3
C49H47ClIN6OOsS4Se | the ωB97M-V functional and the def2-TZVPD basis

Results
Max |F| = 0.052 hartree/bohr
Multiplicity = 5
Net charge = +1
LUMO energy (spin up / spin down) = -2.6 / -5.9 eV
Calculated total energy = -194337.7107 eV

Each line ends with the Mulliken charge.
CARTESIAN COORDINATES (ANGSTROEM)
Os (-0.031, -0.556, -1.528)  1.0461
C (-4.681, -0.102, 1.952)  -1.5010
C (-3.954, -0.216, 3.291)  1.7826
C (-4.195, 1.080, 4.079)  -1.6421
C (-4.544, -1.408, 4.061)  -1.8784
C (-2.451, -0.428, 3.120)  0.6613
C (-1.653, -0.574, 4.272)  -0.0622
C (-0.296, -0.788, 4.199)  -1.0396
C (0.291, -0.841, 2.939)  1.3543
S (1.954, -1.123, 2.539)  -0.4503
C (1.557, -1.011, 0.872)  0.2734
N (0.287, -0.771, 0.610)  0.2442
C (-0.467, -0.690, 1.781)  -2.5959
C (-1.844, -0.502, 1.879)  -0.8480
C (2.514, -1.120, -0.208)  0.4698
C (3.869, -1.371, -0.014)  -0.3865
C (4.714, -1.387, -1.110)  -1.0678
C (4.200, -1.148, -2.383)  -0.7933
C (2.848, -0.909, -2.573)  -0.0568
C (1.974, -0.902, -1.487)  0.6753
H (-5.747, 0.041, 2.130)  0.5242
H (-4.561, -1.005, 1.348)  0.2973
H (-4.328, 0.761, 1.379)  0.1461
H (-5.260, 1.202, 4.279)  0.5068
H (-3.858, 1.949, 3.508)  0.2194
H (-3.672, 1.076, 5.035)  0.3184
H (-5.629, -1.317, 4.118)  0.4725
H (-4.159, -1.460, 5.080)  0.3603
H (-4.303, -2.347, 3.559)  0.4050
H (-2.115, -0.535, 5.249)  0.5559
H (0.301, -0.921, 5.091)  0.4874
H (-2.418, -0.459, 0.970)  0.6353
H (4.256, -1.551, 0.982)  0.5224
H (5.769, -1.583, -0.977)  0.4642
H (4.866, -1.155, -3.236)  0.5101
H (2.470, -0.723, -3.571)  0.1724
Cl (-4.810, -0.024, -6.613)  -0.2589
C (-3.363, -0.118, -5.680)  0.7699
C (-2.161, -0.287, -6.324)  -0.3674
C (-0.977, -0.382, -5.594)  -0.0471
I (0.850, -0.661, -6.542)  0.0706
C (-0.985, -0.309, -4.207)  -0.0263
O (0.114, -0.418, -3.483)  -0.1359
C (-2.216, -0.102, -3.546)  0.2440
N (-2.157, 0.014, -2.188)  0.2201
C (-3.297, 0.201, -1.540)  0.0852
C (-4.536, 0.258, -2.166)  -1.6003
C (-4.610, 0.148, -3.535)  -1.1205
C (-3.428, -0.018, -4.270)  -0.1421
H (-2.140, -0.353, -7.403)  0.4565
H (-3.223, 0.338, -0.475)  0.5071
H (-5.425, 0.392, -1.566)  0.5775
H (-5.561, 0.193, -4.048)  0.4871
C (-0.328, 5.599, 0.699)  -0.7358
C (-1.755, 5.151, 0.370)  -0.8569
C (-2.285, 4.007, 1.240)  -1.0316
C (-1.756, 2.621, 0.882)  0.4793
N (-0.332, 2.458, 1.151)  1.8654
C (0.646, 2.347, 0.226)  -1.3062
Se (0.411, 2.229, -1.614)  -0.0503
N (1.832, 2.294, 0.866)  1.8834
C (3.135, 2.283, 0.196)  -1.0179
C (3.526, 3.666, -0.322)  -0.6976
C (3.772, 4.712, 0.766)  -0.1152
C (5.036, 4.451, 1.585)  -1.2651
C (1.612, 2.355, 2.239)  0.2137
C (2.476, 2.284, 3.324)  -0.8608
C (1.911, 2.341, 4.585)  -1.0848
C (0.527, 2.451, 4.762)  -1.0535
C (-0.335, 2.503, 3.682)  -1.0473
C (0.236, 2.457, 2.417)  0.6737
H (-0.122, 6.572, 0.252)  0.5266
H (0.421, 4.907, 0.312)  -0.0646
H (-0.185, 5.693, 1.778)  0.2397
H (-1.816, 4.863, -0.684)  0.3072
H (-2.423, 6.003, 0.504)  0.4030
H (-3.372, 3.955, 1.142)  0.6562
H (-2.073, 4.228, 2.290)  0.3200
H (-1.896, 2.431, -0.182)  0.3656
H (-2.287, 1.850, 1.448)  -1.0675
H (3.072, 1.580, -0.635)  -0.1167
H (3.867, 1.906, 0.910)  0.7261
H (2.740, 4.009, -0.997)  0.1747
H (4.433, 3.547, -0.921)  0.5838
H (2.901, 4.770, 1.426)  0.0160
H (3.857, 5.687, 0.282)  0.5117
H (4.912, 3.617, 2.276)  0.2226
H (5.307, 5.325, 2.176)  0.4129
H (5.878, 4.221, 0.929)  0.3220
H (3.544, 2.178, 3.196)  0.4937
H (2.554, 2.294, 5.453)  0.4390
H (0.122, 2.489, 5.764)  0.4747
H (-1.406, 2.563, 3.820)  0.4217
S (1.177, -7.508, 0.390)  -0.1624
C (0.590, -6.278, -0.537)  0.1846
S (-0.531, -5.117, 0.096)  -0.0073
C (-0.483, -4.223, -1.408)  0.1620
N (0.297, -4.769, -2.282)  -0.7331
N (0.877, -5.908, -1.828)  0.6872
C (1.726, -6.590, -2.764)  0.8687
C (2.253, -5.850, -3.823)  -0.2855
C (3.062, -6.471, -4.756)  -0.6816
C (3.353, -7.824, -4.646)  -0.4192
C (2.823, -8.551, -3.593)  -0.7825
C (2.006, -7.945, -2.650)  -0.5266
S (-1.386, -2.800, -1.639)  -0.1830
H (2.026, -4.799, -3.903)  0.6235
H (3.470, -5.892, -5.574)  0.3907
H (3.980, -8.309, -5.382)  0.3987
H (3.039, -9.607, -3.500)  0.3789
H (1.586, -8.534, -1.852)  0.2241